Computed, not measured: a structure of composition C30H44FeN2O5P2S2, with ωB97M-V with the def2-TZVPD basis set.

Element x y z (Å)
Fe -0.05 1.18 -0.52
C 2.96 3.50 -0.85
C 3.37 2.14 -1.42
C 4.88 2.12 -1.61
P 2.53 0.83 -0.42
C 3.58 0.42 1.05
C 4.97 -0.15 0.77
C 2.82 -0.61 1.91
C 2.47 -0.71 -1.35
C 3.49 -1.22 -2.15
C 3.36 -2.40 -2.85
C 4.47 -2.92 -3.74
C 2.14 -3.06 -2.74
C 1.10 -2.57 -1.96
C 1.24 -1.39 -1.23
N 0.21 -0.83 -0.45
C -0.79 -1.66 0.06
C -0.49 -2.97 0.48
C -1.44 -3.82 0.99
C -2.77 -3.42 1.13
C -3.83 -4.32 1.72
C -3.07 -2.12 0.75
C -2.11 -1.23 0.25
P -2.55 0.47 -0.25
C -4.00 0.20 -1.41
C -4.14 1.23 -2.54
C -5.37 0.11 -0.73
C -3.16 1.36 1.26
C -4.04 0.65 2.29
C -3.71 2.74 0.89
H 3.34 4.30 -1.48
H 3.36 3.65 0.16
H 1.88 3.62 -0.78
H 2.88 2.02 -2.39
H 5.41 2.38 -0.69
H 5.14 2.88 -2.35
H 5.27 1.17 -1.97
H 3.67 1.36 1.60
H 4.89 -1.08 0.19
H 5.44 -0.40 1.72
H 5.63 0.53 0.24
H 2.84 -1.59 1.42
H 1.77 -0.35 2.04
H 3.29 -0.71 2.89
H 4.41 -0.66 -2.25
H 5.44 -2.60 -3.37
H 4.36 -2.56 -4.77
H 4.47 -4.01 -3.77
H 1.98 -3.98 -3.30
H 0.15 -3.09 -1.95
H 0.54 -3.30 0.42
H -1.15 -4.81 1.31
H -3.57 -5.38 1.56
H -4.80 -4.14 1.27
H -3.93 -4.17 2.80
H -4.09 -1.79 0.88
H -3.75 -0.76 -1.84
H -4.22 2.25 -2.16
H -5.06 1.00 -3.10
H -3.31 1.19 -3.24
H -5.70 1.07 -0.34
H -5.44 -0.61 0.08
H -6.10 -0.20 -1.49
H -2.20 1.52 1.76
H -5.06 0.50 1.95
H -4.08 1.28 3.19
H -3.61 -0.30 2.59
H -4.73 2.69 0.51
H -3.10 3.23 0.12
H -3.71 3.39 1.77
O 0.80 1.19 -2.66
S -0.59 1.32 -3.21
O -1.35 0.14 -2.83
O -0.65 1.67 -4.60
S -1.20 2.87 -1.99
O 0.31 2.53 1.10
C 0.18 1.92 2.20
C 0.65 2.52 3.51
C 0.30 1.41 4.50
C -0.39 0.35 3.64
O -0.89 -0.65 4.09
N -0.37 0.72 2.29
H 0.11 3.45 3.68
H 1.71 2.76 3.44
H -0.37 1.72 5.30
H 1.18 0.96 4.96

## Properties
calculated total energy	-119681.922	eV
energy relative to the best compared isomer or geometry (same formula, charge and spin)	0.018	eV
HOMO-LUMO gap (spin up / spin down)	6.9 / 6.0	eV
LUMO (spin up / spin down)	2.6 / 1.8	eV
charge	-1
highest occupied orbital energy (spin up / spin down)	-4.276 / -4.160	eV
multiplicity	6